Record 1
The following is a quantum chemistry calculation of C23H44Cl22OSi2 as an isolated structure, from the Open Molecules 2025 dataset.

Values from the calculation:
HOMO-LUMO gap: 9.409 eV
Charge: 0

```
92
C23H44Cl22OSi2 ωB97M-V/def2-TZVPD
C -1.428 -1.517 2.111
C -2.306 -1.141 0.890
C -2.002 0.240 0.300
C -1.120 0.172 -0.965
C -2.002 -0.052 -2.216
Si -1.249 -1.188 -3.502
C -0.889 -2.842 -2.666
C 0.519 -3.192 -2.238
C 1.570 -2.295 -2.081
C 2.819 -2.723 -1.643
C 3.058 -4.060 -1.339
C 2.011 -4.963 -1.486
C 0.768 -4.537 -1.936
O 0.078 -0.554 -4.295
Si 0.231 1.107 -4.363
H -2.066 -1.850 2.929
H -0.792 -2.364 1.862
H -0.837 -0.668 2.440
H -3.339 -1.172 1.226
H -2.210 -1.936 0.150
H -1.551 0.856 1.077
H -2.948 0.699 0.015
H -0.555 1.094 -1.042
H -0.461 -0.684 -0.819
H -2.889 -0.587 -1.864
H -2.378 0.892 -2.609
H -2.279 -1.446 -4.540
H -1.276 -3.620 -3.321
H -1.497 -2.856 -1.759
H 1.426 -1.241 -2.278
H 3.650 -2.046 -1.522
H 4.023 -4.382 -0.984
H 2.186 -5.999 -1.232
H -0.017 -5.271 -2.049
H 0.496 1.627 -3.019
H -0.962 1.741 -4.964
H 1.426 1.390 -5.185
C 4.474 -1.551 -4.472
Cl 5.671 -1.352 -3.184
Cl 4.597 -0.257 -5.671
H 4.644 -2.497 -4.971
H 3.486 -1.532 -4.025
C 2.106 3.662 -0.249
Cl 0.733 3.781 -1.362
Cl 2.613 1.976 -0.036
H 2.935 4.226 -0.659
H 1.812 4.064 0.711
C -5.429 -3.423 2.949
Cl -4.516 -2.130 3.744
Cl -5.825 -3.020 1.276
H -4.826 -4.324 2.955
H -6.351 -3.577 3.497
C 8.381 1.075 -1.755
Cl 8.303 1.459 -0.031
Cl 9.887 0.249 -2.181
H 7.551 0.424 -2.001
H 8.316 1.998 -2.318
C -7.213 -0.748 5.834
Cl -8.235 -1.780 4.822
Cl -7.818 0.909 5.904
H -7.198 -1.155 6.839
H -6.216 -0.737 5.414
C -9.796 0.685 1.887
Cl -10.801 0.361 0.468
Cl -8.237 -0.138 1.798
H -9.621 1.752 1.950
H -10.319 0.335 2.769
C -4.515 2.347 8.049
Cl -5.029 0.660 7.876
Cl -5.281 3.416 6.872
H -4.779 2.682 9.045
H -3.443 2.390 7.905
C 3.122 -8.019 -4.051
Cl 3.942 -8.207 -2.496
Cl 1.407 -7.643 -3.857
H 3.593 -7.208 -4.594
H 3.212 -8.947 -4.602
C 5.270 2.785 -3.953
Cl 6.642 3.722 -3.336
Cl 3.732 3.456 -3.417
H 5.299 2.797 -5.036
H 5.351 1.768 -3.588
C 4.805 5.487 2.700
Cl 4.122 3.899 2.331
Cl 4.304 6.697 1.515
H 4.456 5.797 3.678
H 5.886 5.412 2.687
C 1.431 8.782 3.899
Cl 1.368 8.063 2.290
Cl 2.638 7.996 4.931
H 1.693 9.829 3.801
H 0.459 8.676 4.367
```

***

Record 2
The following is a quantum chemistry calculation of one molecule with the formula C4H4ClNOS, from the Open Molecules 2025 dataset.

Values from the calculation:
HOMO-LUMO gap: 8.318 eV
Energy above the lowest of the compared OMol25 structures with the same formula, charge and spin: 266.9 kJ/mol
Charge: 0
SMILES string: O=C[C@H]1SC=CN1Cl

```
12
C4H4ClNOS ωB97M-V/def2-TZVPD
O -0.884 -1.436 1.076
C 0.145 -0.900 1.417
C 0.444 0.495 0.835
S 1.698 -0.127 -0.642
C 0.261 -0.461 -1.545
C -0.813 0.211 -1.128
N -0.612 0.927 0.064
Cl -0.553 2.713 -0.070
H 0.811 -1.224 2.157
H 0.995 1.065 1.539
H 0.323 -1.365 -2.259
H -1.816 0.103 -1.443
```

***

Record 3
The following is a quantum chemistry calculation of C15H33BIMoO4P2 as an isolated structure, from the Open Molecules 2025 dataset.

Values from the calculation:
HOMO-LUMO gap (spin up / spin down): 7.105 / 2.819 eV
2S+1: 3
Charge: +3

```
57
C15H33BIMoO4P2 ωB97M-V/def2-TZVPD
C -3.404 5.867 -1.826
C -2.480 4.832 -1.234
H -4.438 5.516 -1.742
H -3.173 6.011 -2.889
H -3.297 6.814 -1.289
O -2.825 3.732 -0.837
I -0.528 5.507 -1.155
Mo 0.018 0.648 -0.109
P -0.714 1.605 1.818
C -1.272 0.501 3.163
C 1.031 1.957 2.288
H 1.022 2.242 3.346
H -1.653 3.404 3.129
H 1.420 2.785 1.683
H -1.049 3.960 1.518
H -0.666 -0.417 3.169
H 1.672 1.073 2.151
C -1.578 3.164 2.059
H -1.191 1.022 4.128
H -2.572 3.073 1.609
H -2.317 0.230 2.963
P -0.785 0.590 -2.236
C -1.530 -0.958 -2.860
C -1.530 1.891 -3.240
H 1.462 1.436 -2.682
H 0.905 0.237 -3.894
H 1.518 -0.322 -2.308
C 0.957 0.472 -2.825
H -0.870 2.768 -3.252
H -1.709 1.526 -4.264
H -1.611 -0.914 -3.956
H -2.525 -1.055 -2.407
H -2.471 2.191 -2.759
H -0.918 -1.818 -2.553
C -1.165 -0.930 0.294
O -2.205 -1.507 0.448
C 0.435 -4.235 1.532
C 1.417 -3.062 1.461
C 2.451 -3.248 2.547
O 0.695 -1.858 1.699
B 0.414 -1.339 0.386
O 0.940 -2.191 -0.667
C 2.006 -2.861 -0.003
C 3.261 -1.987 -0.005
C 2.294 -4.146 -0.740
H -0.308 -4.201 0.722
H -0.099 -4.188 2.490
H 0.961 -5.197 1.496
H 1.953 -3.279 3.521
H 2.974 -4.199 2.396
H 3.181 -2.434 2.545
H 4.125 -2.595 0.295
H 3.457 -1.599 -1.013
H 3.191 -1.125 0.674
H 1.406 -4.780 -0.779
H 2.614 -3.914 -1.761
H 3.102 -4.695 -0.246
```

***

Record 4
The following is a quantum chemistry calculation of C15H29LaOS as an isolated structure, from the Open Molecules 2025 dataset.

Values from the calculation:
HOMO-LUMO gap (spin up / spin down): 5.822 / 6.779 eV
Energy above the lowest of the compared OMol25 structures with the same formula, charge and spin: 0.0 kJ/mol
Charge: +2

```
47
C15H29LaOS ωB97M-V/def2-TZVPD
C 1.180 2.137 -0.069
H 1.590 2.426 0.900
H 1.960 2.138 -0.833
H 1.678 0.123 1.063
C -0.051 2.936 -0.473
H -0.727 2.325 -1.127
H -0.636 3.200 0.435
C 0.207 4.262 -1.253
H -0.744 4.753 -1.505
H 0.793 4.974 -0.656
H 0.738 4.080 -2.199
C -0.659 -2.173 -0.814
C -1.066 -1.170 -1.769
C 0.118 -0.509 -2.240
C 1.239 -1.103 -1.578
C 0.759 -2.121 -0.698
C 1.593 -3.056 0.093
C 2.664 -0.771 -1.827
C 0.185 0.605 -3.219
C -2.476 -0.765 -2.037
C -1.567 -3.054 -0.033
La -0.307 0.205 0.349
H 3.293 -1.044 -0.968
H 3.049 -1.311 -2.711
H 2.802 0.304 -2.013
H 2.586 -2.639 0.285
H 1.141 -3.282 1.066
H 1.725 -4.013 -0.437
H -2.529 -2.573 0.200
H -1.788 -3.983 -0.580
H -1.122 -3.340 0.931
H -2.540 0.251 -2.455
H -2.950 -1.452 -2.756
H -3.104 -0.772 -1.127
H 0.984 1.318 -2.967
H 0.397 0.226 -4.230
H -0.757 1.166 -3.271
C -0.041 -0.973 3.738
S -1.624 -0.114 3.536
C -1.364 1.187 4.744
O -1.437 0.740 2.219
H -0.123 -1.543 4.671
H 0.791 -0.256 3.796
H 0.134 -1.683 2.917
H -0.388 1.660 4.580
H -2.161 1.920 4.577
H -1.450 0.765 5.747
```

***

Record 5
The following is a quantum chemistry calculation of one molecule with the formula C4H6N2OS, from the Open Molecules 2025 dataset.

Values from the calculation:
HOMO-LUMO gap: 8.918 eV
Energy above the lowest of the compared OMol25 structures with the same formula, charge and spin: 676.7 kJ/mol
Charge: 0
SMILES string: O/N=C\[C@@H]1CN1C=S

```
14
C4H6N2OS ωB97M-V/def2-TZVPD
O -2.340 1.189 0.462
N -1.320 1.962 0.914
C -0.375 1.189 0.759
C -0.214 0.036 -0.183
C -0.040 -1.324 0.536
N 1.158 -0.585 0.231
C 1.867 -0.799 -0.954
S 1.907 0.071 -2.238
H -3.054 1.828 0.083
H 0.633 1.505 1.071
H -0.444 0.294 -1.371
H -0.126 -2.324 0.090
H -0.477 -1.382 1.575
H 2.825 -1.659 -0.975
```

***

Record 6
The following is a quantum chemistry calculation of a 2-piece molecular cluster, C2H10N2S overall, from the Open Molecules 2025 dataset.

Values from the calculation:
HOMO-LUMO gap: 8.872 eV
Energy above the lowest of the compared OMol25 structures with the same formula, charge and spin: 296.8 kJ/mol
Charge: 0
SMILES string: NCN.CS

```
15
C2H10N2S ωB97M-V/def2-TZVPD
N 2.042 -0.500 -2.146
C 1.222 -1.365 -1.187
N 1.927 -1.695 0.102
H 2.120 0.463 -1.897
H 1.803 -0.572 -3.109
H 0.260 -0.827 -1.032
H 1.022 -2.317 -1.662
H 1.334 -2.234 0.752
H 2.834 -2.218 0.077
C -2.831 2.307 1.982
S -1.825 1.232 0.803
H -3.818 1.874 2.310
H -2.192 2.344 2.778
H -2.888 3.375 1.624
H -1.008 0.133 0.605
```